Entry 1:
The following is a quantum chemistry calculation of a molecular structure, C23H27N3O4S in a non-equilibrium geometry, from the OMol25 dataset.

**Net charge**: 0
**Spin multiplicity**: 1
**HOMO-LUMO gap**: 0.29941 hartree

XYZ file:
```
58
Properties=species:S:1:pos:R:3:forces:R:3
C -2.172688 -2.552240 -4.111745 2.11 5.11 -5.46
H -2.683300 -2.572791 -5.183469 1.67 -1.05 2.09
O -2.869573 -1.437198 -3.651903 0.41 2.14 5.10
C -2.477231 -1.003788 -2.258337 1.14 1.47 0.84
C -3.190493 0.256112 -1.633594 5.70 -7.59 0.33
C -2.829936 0.513249 -0.321588 -1.47 0.91 0.68
C -1.850714 -0.189489 0.511842 1.37 0.85 -6.29
C -1.034713 -1.048988 -0.277753 1.55 -2.48 3.31
C -1.318523 -1.555446 -1.512341 -4.81 1.81 -2.74
H -0.875468 -2.418858 -1.894617 1.16 -0.96 -0.47
H -0.132795 -1.697477 0.224637 -2.05 2.17 -0.84
O -1.238061 0.452587 1.520365 -3.64 -0.78 3.83
C -2.370064 0.272326 2.702728 8.75 -6.58 0.13
H -3.264966 0.387845 2.376367 -5.52 1.81 -1.94
H -1.832220 0.717587 3.477977 -0.26 1.05 1.45
H -2.312266 -1.089718 2.904632 -0.11 4.25 -0.43
C -3.639712 1.774191 0.163396 8.24 -0.54 -7.76
O -4.377317 1.705811 1.000470 -5.97 0.99 6.10
C -2.999701 3.035149 -0.758540 -2.45 2.23 12.12
H -2.789499 2.767640 -1.637343 1.41 -1.55 -7.20
H -3.600224 3.944638 -0.376636 1.07 -1.13 -1.63
S -1.292237 3.217195 0.241408 -2.54 0.59 -1.12
C -0.329969 2.266104 -0.848373 -1.36 1.78 2.90
N -0.707543 1.725222 -1.898825 -1.06 1.61 -4.74
C 0.481520 1.261484 -2.546950 -4.23 -1.53 4.92
C 0.420688 0.365389 -3.588415 -3.95 3.77 0.92
C 1.519359 -0.277755 -3.530593 6.77 -7.96 -7.02
C 2.706518 -0.368855 -2.818854 -11.30 8.77 8.98
C 2.504715 0.328672 -1.407557 -3.70 -0.82 -7.54
C 1.251622 1.083473 -1.339678 8.55 -3.92 -5.67
N 0.911251 1.943217 -0.460916 -0.24 3.56 5.71
C 1.576881 2.525604 0.812475 -2.63 -6.79 0.03
H 0.784343 2.787574 1.457671 -1.01 0.69 0.48
H 2.201679 3.255417 0.641246 3.32 3.72 -1.29
C 2.302231 1.304992 1.589059 9.93 8.89 -7.38
O 3.605070 1.208760 1.435930 -3.42 0.87 1.39
N 1.575522 0.472924 1.962461 -10.63 -13.84 7.21
H 0.476157 0.119094 1.963980 2.72 3.03 -0.85
C 2.092784 -0.883351 2.744589 -2.95 3.53 4.72
C 0.997460 -1.795294 3.280583 -5.32 5.01 0.72
H 1.057324 -2.631492 3.870471 2.12 -1.75 1.85
H 0.326217 -2.252469 2.552853 -0.25 0.71 -0.75
H 0.289376 -1.056226 4.028407 1.36 -1.99 -2.02
C 2.849296 -0.352256 4.086893 4.40 -4.95 -10.26
H 2.438761 0.258776 4.626804 -5.58 6.10 5.77
H 3.590278 0.247476 3.539538 0.98 -0.55 0.86
H 3.141277 -1.238157 4.528661 1.25 -1.44 1.26
C 2.709137 -1.665632 1.831091 12.27 -0.59 -0.74
H 3.318349 -2.537583 2.191520 -0.91 0.43 0.89
H 2.448953 -2.057651 0.983513 -3.36 -1.47 -4.82
H 3.790215 -1.097632 1.409394 -2.96 -1.00 0.99
H 3.300490 0.475297 -0.838767 3.08 0.29 3.10
H 3.454206 -0.836725 -3.021976 8.49 -5.53 -2.55
H 1.665198 -1.005195 -4.495173 -0.42 1.29 1.81
H -0.463432 0.288485 -4.264560 1.16 -0.04 0.55
H -3.919010 0.279545 -2.315073 -3.61 2.31 -1.79
H -2.216602 -3.328182 -3.516995 -0.93 -4.37 2.73
H -0.998617 -2.291384 -4.150390 -2.34 -0.52 -0.47
```
Forces are in eV/Å.



Entry 2:
The following is a quantum chemistry calculation of a single C23H27N3O6S molecule in a non-equilibrium geometry, from the OMol25 dataset.

**Net charge**: 0
**Spin multiplicity**: 1
**HOMO-LUMO gap**: 0.33219 hartree

XYZ file:
```
60
Properties=species:S:1:pos:R:3:forces:R:3
C -3.847289 -2.368703 1.039398 -0.13 -0.13 -0.02
C -2.673430 -1.445930 0.943580 -0.09 -0.17 0.04
C -2.679180 -0.255768 0.228905 -0.45 0.19 -0.24
C -1.574431 0.576458 0.188077 0.30 0.31 0.02
C -0.410114 0.226213 0.857985 -0.52 -0.07 0.00
C -0.375418 -0.974001 1.566346 -0.08 0.08 0.00
C -1.490360 -1.782821 1.603636 -0.07 0.19 -0.11
H -1.450891 -2.711163 2.154529 0.00 -0.11 0.05
H 0.533541 -1.272593 2.066666 0.08 -0.02 0.04
N 0.749796 1.006348 0.828204 0.25 -0.19 0.27
C 0.902572 2.239321 0.296827 0.66 -0.15 0.23
O 0.021381 2.942258 -0.141139 -0.15 0.24 -0.16
C 2.348409 2.756300 0.322570 -0.33 0.61 -0.35
H 2.438156 3.489726 1.131546 -0.01 -0.12 -0.11
H 2.557541 3.260022 -0.627341 -0.13 -0.12 0.21
O 3.299395 1.722543 0.543986 -0.23 -0.04 0.39
C 4.328883 1.612570 -0.303955 0.50 -0.13 -0.27
O 4.532197 2.350334 -1.228515 -0.02 -0.01 0.01
C 5.187943 0.395214 0.016252 -0.04 0.05 -0.01
H 6.233145 0.661442 -0.143331 -0.13 0.01 -0.03
C 4.878202 -0.182461 1.392981 -0.03 0.04 0.05
C 3.623144 -1.001631 1.123899 0.32 0.21 0.16
O 2.779987 -1.331917 1.931645 -0.27 -0.11 0.32
N 3.602718 -1.292755 -0.192069 -0.04 -0.03 -0.29
C 4.737581 -0.751860 -0.907344 0.33 -0.02 -0.21
H 4.462715 -0.411515 -1.907158 0.03 -0.01 0.06
H 5.532349 -1.504763 -1.003319 -0.04 0.10 -0.05
C 2.632424 -2.175871 -0.793459 -0.16 -0.19 0.04
C 1.443681 -1.491193 -1.433456 0.00 -0.01 0.00
C 0.251059 -2.198380 -1.542584 0.10 0.02 -0.05
C -0.855519 -1.629823 -2.144696 -0.02 -0.07 -0.11
C -0.791492 -0.337992 -2.641388 0.04 -0.03 -0.12
C 0.389608 0.373521 -2.533372 0.01 0.04 -0.10
C 1.501040 -0.200133 -1.937410 0.05 -0.11 -0.01
H 2.410539 0.376921 -1.866197 0.13 0.08 0.02
H 0.447674 1.383874 -2.908605 -0.01 0.12 -0.03
H -1.663569 0.116935 -3.083071 -0.08 0.05 -0.04
H -1.776634 -2.188086 -2.217834 -0.11 -0.07 0.01
H 0.194232 -3.203441 -1.149484 -0.03 -0.12 0.08
H 3.147084 -2.788357 -1.543754 -0.01 0.01 0.13
H 2.268006 -2.836772 -0.000232 0.07 0.01 -0.13
H 4.715621 0.563241 2.167114 -0.03 -0.11 0.00
H 5.670207 -0.859616 1.719832 0.01 -0.03 -0.02
H 1.566070 0.556372 1.226199 -0.04 0.09 -0.12
H -1.623154 1.476202 -0.399585 0.13 0.06 0.01
S -4.079893 0.392233 -0.710182 -0.41 0.03 0.12
O -5.029535 -0.640547 -1.016512 0.12 0.01 0.27
O -3.565637 1.154275 -1.807746 0.26 0.27 0.15
N -4.842675 1.461658 0.325043 0.32 -0.60 -0.81
C -4.121593 2.681618 0.589644 0.30 0.35 -0.06
H -3.668926 3.004260 -0.343869 0.06 0.22 0.09
H -3.339362 2.547908 1.347462 -0.01 0.03 0.02
H -4.822666 3.443568 0.932039 0.00 -0.03 -0.01
C -5.446275 0.839399 1.475073 -0.18 -0.31 0.22
H -5.926443 -0.074308 1.134956 -0.14 -0.04 0.22
H -4.708969 0.603490 2.254204 -0.01 0.01 0.03
H -6.199693 1.507934 1.892494 0.02 0.00 -0.02
H -4.372511 -2.207498 1.981430 -0.08 -0.03 0.06
H -3.510520 -3.403207 1.021969 0.00 -0.08 0.03
H -4.540726 -2.199042 0.223109 -0.03 -0.20 0.12
```
Forces are in eV/Å.



Entry 3:
The following is a quantum chemistry calculation of a single C23H27N3OS molecule in a non-equilibrium geometry, from the OMol25 dataset.

**Net charge**: 0
**Spin multiplicity**: 1
**HOMO-LUMO gap**: 0.32073 hartree

XYZ file:
```
55
Properties=species:S:1:pos:R:3:forces:R:3
C -3.579042 -3.593108 -0.771205 -0.11 0.05 -0.12
H -3.965839 -4.529657 -1.165311 0.00 -0.11 0.01
H -3.724393 -3.584517 0.306985 0.01 -0.04 0.13
H -2.513720 -3.536513 -0.975362 0.07 -0.02 0.01
C -4.293100 -2.409928 -1.423535 0.06 -0.28 0.08
C -3.731715 -1.096185 -0.949161 0.05 0.07 0.03
N -2.492168 -0.893844 -1.123348 -0.25 -1.00 -0.40
C -1.778073 0.237288 -0.829690 0.43 0.87 0.14
C -0.524706 0.075765 -0.233479 -0.06 0.17 0.03
C 0.311077 1.160176 -0.019194 -0.33 0.20 -0.02
C -0.097601 2.433342 -0.411529 0.11 -0.04 0.01
C -1.327050 2.610653 -1.013655 0.20 0.00 0.09
C -2.166053 1.528367 -1.214882 -0.43 -0.13 -0.17
S -3.751195 1.792731 -1.989148 0.11 -0.25 0.28
C -4.738963 1.169707 -0.636549 0.16 0.16 -0.38
C -5.616722 2.024663 0.007353 -0.03 -0.03 0.02
C -6.406004 1.555712 1.040920 0.00 -0.08 -0.01
C -6.327377 0.229128 1.447838 0.03 0.04 -0.01
C -5.454344 -0.621019 0.783406 0.08 0.10 -0.11
C -4.654541 -0.171354 -0.262128 -0.15 0.42 0.12
H -5.382631 -1.653695 1.093936 -0.02 -0.16 0.03
C -7.179841 -0.292168 2.563807 -0.02 -0.04 -0.02
H -7.655098 0.522729 3.103284 -0.05 0.01 0.08
H -7.959707 -0.942303 2.167004 -0.07 -0.04 0.05
H -6.583165 -0.875984 3.262217 -0.02 -0.03 0.09
H -7.088916 2.229342 1.537402 -0.08 0.05 0.07
H -5.677527 3.054033 -0.310677 0.01 0.11 0.00
H -1.653035 3.591028 -1.326119 -0.02 0.09 0.00
H 0.559634 3.270145 -0.234443 0.07 0.07 0.03
C 1.646904 1.024526 0.635889 -0.04 -0.22 -0.04
O 2.129047 1.904207 1.322852 0.07 0.26 0.04
N 2.271578 -0.157126 0.408305 0.05 -0.24 -0.13
H 1.888908 -0.788994 -0.276494 -0.07 0.14 0.04
C 3.605505 -0.425712 0.886919 0.26 0.05 -0.02
H 3.656778 -1.440539 1.290463 0.05 0.09 -0.01
C 4.650489 -0.273873 -0.226972 -0.16 -0.04 0.23
N 5.958169 -0.679148 0.257335 -0.20 -0.20 -0.01
C 6.636913 0.359036 1.020371 0.14 0.08 0.16
C 7.404438 1.238356 0.006051 -0.08 0.03 0.07
H 6.846989 2.148892 -0.210862 0.05 0.04 0.00
H 8.377242 1.526578 0.399668 0.01 0.08 0.02
C 7.526557 0.352664 -1.243231 -0.05 -0.11 -0.04
H 8.558093 0.228797 -1.566589 0.02 0.02 -0.08
H 6.958177 0.769978 -2.074735 0.04 0.02 -0.03
C 6.910338 -0.987806 -0.796832 0.17 -0.05 -0.11
H 7.684646 -1.624482 -0.358522 0.02 -0.02 -0.10
H 6.435672 -1.533280 -1.611698 0.00 -0.06 0.04
H 7.340411 -0.137028 1.694641 -0.02 0.11 0.05
H 5.930770 0.930725 1.618403 -0.01 -0.02 0.09
H 4.626693 0.761816 -0.599498 -0.06 0.00 -0.06
H 4.372831 -0.937435 -1.051835 0.01 0.07 0.00
H 3.796394 0.287410 1.690491 0.01 -0.15 -0.03
H -0.252251 -0.918562 0.088522 0.06 -0.11 -0.03
H -5.364407 -2.450446 -1.222820 0.03 0.01 -0.09
H -4.145059 -2.463104 -2.504571 -0.08 0.08 0.00
```
Forces are in eV/Å.



| no. | energy (eV) |
| --- | --- |
| 1 | -47765.1608 |
| 2 | -51881.1896 |
| 3 | -41642.9019 |